1.
C35H25F2N4ReSSe3Te | wB97M-V/def2-TZVPD

Geometry as XYZ:
```
72
Properties=species:S:1:pos:R:3:forces:R:3:mulliken_charge:R:1
H -6.5156 1.7805 0.0869 0.04 -0.03 -0.01 0.38
Se 3.7837 0.5670 3.3563 -0.01 0.00 0.07 -0.38
C 0.1938 0.3561 -2.6841 -0.01 -0.09 -0.09 -0.74
C 3.0360 -1.9442 0.3055 0.06 0.04 -0.04 -0.01
H -4.7662 1.8322 1.8536 0.01 -0.02 -0.03 0.44
H -1.3409 6.4504 0.6847 0.01 -0.04 0.00 0.42
H -1.9377 0.0599 -2.6181 -0.06 -0.03 -0.07 0.58
Se 0.0787 -0.4083 3.8329 -0.01 0.04 0.07 -0.21
H -1.5493 4.5830 -1.3396 0.04 -0.01 0.08 0.49
Se 0.9963 0.5659 5.7994 -0.09 -0.04 -0.04 -0.36
C -1.9351 -2.5405 -0.9926 -0.10 0.00 0.09 0.59
C 2.2062 -1.8327 1.4427 -0.08 0.02 0.06 0.56
H -2.7724 0.3931 1.6755 -0.08 0.01 -0.04 0.45
C -0.6351 -2.9441 -1.3412 0.14 -0.06 -0.04 0.10
Te 3.2830 -0.3949 5.6283 0.08 0.00 -0.03 -0.13
C -4.3529 -0.5169 -1.1725 0.12 -0.06 0.09 -0.29
C -1.0583 4.5435 -0.3823 0.09 0.04 -0.05 -0.35
H -3.5753 -5.3092 -2.1131 0.03 0.02 0.00 0.37
N 3.1021 0.4140 0.3875 0.05 0.06 0.05 0.14
C -2.7450 -4.6400 -1.9144 0.04 0.02 0.01 -0.74
C 1.7072 -2.9982 2.0287 0.01 0.02 -0.04 -0.49
C -5.6376 1.1489 0.0108 -0.01 0.01 -0.03 -0.47
H 1.0648 -2.9495 2.8968 0.00 -0.01 0.02 0.43
C -4.6553 1.1775 0.9960 0.05 -0.02 0.03 -0.63
C 4.5579 1.7967 -0.8985 -0.01 0.01 0.00 -0.71
C 5.0207 0.6795 -1.5767 0.02 -0.01 -0.02 -0.78
H -0.2715 4.8980 3.6812 -0.04 -0.03 0.03 0.35
C -3.3534 -0.5088 -0.1825 0.00 -0.11 -0.03 0.63
S 1.0110 2.6449 2.3592 0.38 0.01 -0.09 -0.36
H 3.0154 -5.3361 -0.0797 -0.01 0.05 0.02 0.48
H 1.2284 5.5219 3.0082 0.05 0.01 0.00 0.33
C 0.1504 5.4884 2.8705 -0.04 0.00 -0.09 -0.87
H -3.9907 -3.1856 -0.9728 -0.09 0.05 0.02 0.55
N 1.0576 2.0889 -1.2870 0.26 0.02 -0.07 -0.30
C 3.2947 -3.2122 -0.2072 -0.03 0.01 0.03 0.99
C 3.6023 1.6160 0.0792 0.00 -0.08 -0.05 -0.26
C 4.5372 -0.5700 -1.2385 0.03 -0.01 0.02 -0.70
C -0.9459 5.4535 0.5989 -0.02 -0.03 0.03 -0.64
H 2.2620 0.9155 -2.4683 -0.06 0.02 0.04 0.55
H -6.2195 0.2693 -1.8600 0.03 0.00 0.03 0.37
C -5.4724 0.2957 -1.0732 -0.02 0.03 -0.03 -0.94
C 1.2353 1.1038 -2.1644 0.09 -0.03 0.03 -0.62
C 2.7983 -4.3663 0.3459 0.04 -0.03 -0.01 -1.01
H 4.9073 -1.4518 -1.7343 -0.01 0.02 0.02 0.56
F 1.5290 -5.3386 2.0377 -0.11 -0.21 0.12 -0.38
H 5.7689 0.7759 -2.3554 -0.03 0.00 0.03 0.38
H -4.2345 -1.1495 -2.0419 0.00 -0.06 -0.04 0.49
C -3.5366 0.3667 0.9037 -0.01 0.04 0.08 -0.41
C 3.5809 -0.6921 -0.2278 -0.09 -0.02 -0.04 0.44
H -1.2667 -5.9639 -2.7530 -0.02 0.03 0.02 0.38
N -0.3342 3.4242 0.0060 -0.10 -0.06 0.11 0.53
H 3.2057 2.4435 0.6472 -0.04 0.05 0.01 0.36
H 4.9228 2.7909 -1.1149 0.00 -0.01 0.00 0.43
F 4.0606 -3.3644 -1.3171 0.10 0.00 -0.15 -0.40
H 0.1969 -2.2941 -1.0800 -0.09 -0.08 -0.05 0.24
C -1.2927 1.6334 -1.3237 0.04 0.19 -0.11 -0.29
Re 1.6504 0.1118 1.9873 -0.08 0.04 -0.07 -0.25
C 0.2041 3.6189 1.2450 -0.39 0.02 -0.03 -0.09
C -0.9989 -0.7630 0.3490 0.07 -0.13 0.41 -0.57
C -2.1069 -1.2756 -0.2712 -0.29 -0.14 -0.09 0.19
C -0.3995 -4.1574 -1.9641 0.06 0.02 -0.03 -0.96
H 0.6215 -4.4397 -2.2062 -0.09 0.02 0.02 0.39
C -1.0964 0.6328 -2.2602 0.03 0.18 -0.08 -0.10
N -0.1684 4.8851 1.5907 0.06 0.02 0.06 0.29
C -0.1700 2.3073 -0.8758 -0.19 0.08 -0.13 -0.37
H -2.2734 1.8500 -0.9175 0.07 0.01 -0.03 0.64
C 0.0279 -0.3327 0.8964 0.12 0.10 0.09 0.27
H -0.2615 6.4952 2.8834 0.00 0.00 0.00 0.32
H 0.3950 -0.4396 -3.3921 -0.03 0.06 0.05 0.37
C -2.9850 -3.4296 -1.2809 0.12 0.07 -0.09 -0.54
C 2.0135 -4.2171 1.4756 0.04 0.08 -0.02 0.43
C -1.4526 -5.0127 -2.2677 -0.05 -0.02 0.00 -0.57
```
Forces are in eV/Å.

Computed properties:
charge = -1
frontier orbital gap (spin up / spin down) = 5.44 / 5.54 eV
spin multiplicity = 4
<S²> = 3.8027
electronic energy = -264396.515 eV



2.
C20H42MnN3OP2 | wB97M-V/def2-TZVPD

Geometry as XYZ:
```
69
Properties=species:S:1:pos:R:3:forces:R:3:mulliken_charge:R:1
H -2.1561 -4.1224 -3.3046 -0.03 0.23 0.03 0.46
H 3.5849 2.7555 -1.7221 0.17 0.24 0.05 0.47
C 3.4754 3.1778 -0.7110 0.13 0.09 -1.08 0.55
C -2.1877 0.3956 2.3486 -0.44 3.62 2.28 0.17
H -0.9412 -1.5180 -2.6736 -0.15 -0.20 0.19 0.40
N 0.2762 -1.7715 1.4418 1.61 -1.26 -0.02 0.32
H 3.2505 1.1839 1.8846 -0.22 0.09 0.25 0.13
H 4.6734 2.9902 1.1417 -0.16 -0.08 -0.26 0.28
H 0.4860 2.4234 1.6488 0.38 0.07 -0.27 -0.06
C -1.3421 -2.4217 -2.1839 -0.16 0.17 0.09 0.84
H 2.7782 5.1836 -1.3007 0.12 -0.08 0.07 0.38
P 1.7731 2.5674 -0.3643 -0.51 1.01 0.91 0.06
C -3.8747 -2.7334 1.4135 0.09 0.17 -0.05 -1.48
C 2.2342 1.3979 2.2274 0.19 -0.48 0.41 -1.28
H -4.3123 -1.7330 1.5174 0.05 -0.22 0.01 0.37
H 3.7794 5.1635 0.1712 -0.12 -0.18 -0.25 0.30
H -0.6764 -3.4550 2.3909 0.27 0.04 -0.07 0.50
P -2.2030 -1.7614 -0.6918 0.11 -0.36 -0.38 0.21
H -1.9477 3.1306 -0.7894 0.64 -0.15 0.17 0.51
H 3.0620 3.9966 2.1694 -0.38 -0.05 -0.12 0.30
H 4.4310 1.4525 0.2957 0.04 0.14 -0.12 0.40
C 1.9736 3.9141 2.0316 0.32 0.43 -0.07 -1.57
C -1.0674 2.6549 -0.3116 -0.26 -0.74 0.10 -0.97
C 1.6058 -1.5922 1.0014 -1.03 -0.64 0.81 -0.59
C 0.1879 3.4749 -0.6952 0.43 0.58 -0.94 -0.71
C 0.2145 -3.0031 1.9685 0.73 1.17 -0.20 -0.68
C 3.6308 4.6993 -0.8128 0.09 0.38 0.08 -1.44
C -0.1371 -3.3068 -1.8465 0.17 -0.21 0.00 -1.28
O -2.3687 1.3364 3.0330 0.02 -2.24 -1.27 -0.36
Mn -1.3394 -0.6253 1.0905 0.82 0.06 -0.19 0.33
H -2.3466 -2.5512 -4.1052 -0.03 -0.27 0.17 0.32
C -2.0546 0.8943 -1.7668 0.05 -0.39 -0.12 -0.96
H 1.9170 -0.6801 0.5099 -0.01 -0.37 0.08 0.81
H 1.5202 4.0476 3.0282 0.07 -0.25 -0.42 0.42
H 1.6485 -4.5046 2.3042 0.02 0.37 -0.11 0.25
H -1.5796 0.6492 -2.7352 -0.25 -0.04 0.46 0.29
H 1.6234 1.5068 -1.3419 0.43 0.09 1.32 0.23
H 3.3907 -2.8722 1.2466 -0.24 -0.22 0.03 0.43
C -3.0243 -0.2252 -1.3220 -0.73 -0.31 -0.45 -0.87
H 0.1988 4.4435 -0.1510 0.02 -0.60 -0.41 0.48
H 2.2788 1.6430 3.2985 0.01 -0.02 -0.31 0.50
H 0.1598 3.6792 -1.7844 -0.05 0.11 0.51 0.41
H -0.0150 1.0619 -1.1851 -2.71 0.00 0.73 -0.17
H -1.8907 -4.5595 0.4500 -0.23 0.11 -0.15 0.18
H -2.6636 1.7994 -1.9451 0.31 -0.45 0.04 0.51
H -3.0541 -2.8187 2.1447 -0.16 0.06 -0.25 0.15
C 1.5695 2.5347 1.4704 -0.57 -0.85 0.62 1.25
H 1.6391 4.7659 1.4217 0.11 -0.25 0.17 0.36
H -1.2983 2.6676 0.7636 0.35 0.16 -0.27 0.27
H -2.6900 -4.8060 -1.1253 -0.01 0.12 0.34 0.23
H -3.5470 -5.1482 0.3891 0.11 0.23 -0.18 0.46
N -0.9960 1.2011 -0.7489 1.54 0.74 -0.69 0.40
H 4.5199 4.9385 -1.4130 -0.23 -0.17 0.17 0.44
H 0.6955 -2.7134 -1.4500 -0.17 -0.08 -0.03 0.20
C -3.4044 -3.0307 -0.0198 -0.57 0.25 -0.78 0.67
H 1.6521 0.4749 2.1393 0.14 0.35 0.14 0.18
C -2.3710 -3.0612 -3.1336 -0.11 -0.04 -0.49 -1.57
H -4.6306 -3.4768 1.6995 0.12 0.23 -0.11 0.47
H -3.6958 0.1382 -0.5244 0.23 -0.05 -0.26 0.41
H -3.6600 -0.4766 -2.1830 -0.03 0.16 0.13 0.54
H -3.4045 -2.9902 -2.7701 0.23 -0.05 -0.10 0.36
C 4.5785 2.5277 0.1519 0.02 -0.21 0.23 -1.52
H 5.5583 2.6336 -0.3355 -0.42 0.16 -0.08 0.45
H -0.3693 -4.0834 -1.1072 0.00 0.15 -0.24 0.21
N 1.4378 -3.5730 1.9561 0.16 0.41 -0.32 -0.04
C 2.3324 -2.6832 1.3586 -0.33 -0.31 0.02 -1.03
H -4.2666 -2.9376 -0.7037 0.05 -0.34 0.36 0.49
H 0.2209 -3.8124 -2.7545 -0.10 0.15 0.22 0.50
C -2.8422 -4.4573 -0.0951 0.09 -0.18 -0.11 -1.26
```
Forces are in eV/Å.

Computed properties:
charge = +2
frontier orbital gap (spin up / spin down) = 7.48 / 6.32 eV
spin multiplicity = 5
<S²> = 6.2309
electronic energy = -77821.595 eV



3.
C35H49BBrN3O4PS | wB97M-V/def2-TZVPD

Geometry as XYZ:
```
95
Properties=species:S:1:pos:R:3:forces:R:3:mulliken_charge:R:1
H -0.3535 -3.6495 -2.5972 -0.11 0.27 0.14 0.36
C 0.6198 1.7048 2.5986 -0.41 -0.14 0.89 -0.75
H 7.2912 2.1934 3.2978 0.02 0.03 0.01 0.41
H -0.2187 0.0355 -2.3819 -0.26 -0.15 0.32 0.19
C -3.7335 1.0666 -0.8785 1.14 -0.64 -1.27 -0.17
C 9.1266 1.3472 4.0196 0.00 -0.02 -0.03 -0.46
H -6.2176 -3.6481 2.3337 -0.01 -0.02 0.01 0.39
H -1.9409 0.5244 -8.3911 0.00 0.01 0.00 0.37
H 2.8950 4.0150 -1.5354 0.26 -0.73 0.22 0.18
H -1.4384 2.0272 -4.4135 0.05 0.05 -0.03 0.22
H 4.7891 -1.2462 1.1500 -0.09 -0.18 -0.01 0.44
H 2.7725 2.3521 -3.0229 -0.05 -0.24 0.38 0.12
C 9.8041 0.8390 5.1195 -0.01 -0.01 0.01 -0.38
H 3.7153 1.0344 4.0553 -0.04 0.01 0.38 0.17
H 2.7861 -0.4247 4.4233 0.15 -0.02 0.21 0.38
H -0.1145 2.0954 3.3063 0.10 0.15 -0.20 0.42
O 4.0881 -1.8871 2.9665 0.11 -0.26 -0.31 -0.45
H 1.8872 4.4287 0.6971 0.27 0.19 0.55 0.35
B 1.4442 2.5680 0.5430 0.68 1.03 1.04 0.32
C -4.3322 2.2105 -0.4255 -0.19 0.85 0.13 -0.12
C -2.2782 1.1521 -7.5761 0.00 -0.02 -0.01 -0.39
H 2.9818 0.2089 1.8610 -0.39 0.04 -0.11 0.09
H -6.5037 0.7990 1.7044 0.09 0.09 -0.09 0.37
C -7.9086 -5.5659 -0.5580 -0.01 0.00 0.00 -0.32
H -4.7532 3.3234 -6.7885 0.01 0.00 0.00 0.37
C 3.8892 -1.6993 1.5993 0.28 0.78 -0.74 -1.04
C -6.6130 -5.0910 -0.7050 0.03 0.02 -0.03 -0.50
C -5.3448 2.1196 0.5095 0.20 0.48 0.00 -0.88
H 9.6160 1.3893 3.0547 0.00 0.00 0.01 0.36
H 2.0503 -2.7337 -2.6721 0.00 0.20 0.21 0.47
H 1.7710 -1.1019 1.5826 0.02 0.11 -0.23 0.33
H 5.5642 -1.1778 4.2547 -0.08 -0.39 -0.32 0.43
H -2.7569 2.0386 -2.4689 0.35 -0.24 -0.17 -0.02
O 2.8512 -0.3893 -0.1112 -0.12 -0.24 -0.46 -0.31
H -9.6082 -5.7175 0.7416 0.01 -0.01 0.00 0.36
N -0.0683 0.8296 -1.7688 0.43 -0.77 0.01 0.85
C -0.0275 -2.7775 -3.1613 0.63 0.44 -0.88 -1.23
H -3.9760 1.8998 -8.6519 0.00 0.00 0.01 0.37
C 7.8218 1.8009 4.1572 -0.03 -0.03 0.01 -0.30
H -5.8107 3.0168 0.8995 -0.05 -0.10 -0.05 0.40
C -5.1372 -0.2793 0.5066 0.71 -0.67 -0.34 -0.55
S 0.4384 3.9321 -2.6991 0.04 -0.12 0.01 -0.25
H 7.3909 1.2142 7.4647 0.01 0.00 -0.01 0.38
C 2.7477 -0.7015 1.2996 0.86 -0.32 0.72 0.36
H 1.7244 -2.4249 -0.5229 -0.11 0.32 0.29 0.36
H -0.8289 -2.0601 -3.3611 -0.21 -0.35 0.29 0.26
C -3.8578 2.7258 -6.6759 -0.01 0.01 0.00 -0.48
C 1.1909 -2.0660 -2.5565 -0.33 -0.22 0.45 -0.26
H -6.0762 -5.2614 -1.6300 -0.01 0.00 0.01 0.34
C -7.9866 -4.6642 1.6695 -0.02 0.02 0.02 -0.35
H -0.6744 0.5818 -6.2704 0.01 0.02 -0.03 0.37
C -3.1448 2.7625 -5.4859 0.01 -0.02 0.04 -0.51
C 1.0843 0.7654 -1.0657 0.57 0.16 -0.18 -1.04
H -3.4837 3.3904 -4.6706 0.00 0.01 -0.02 0.36
H 0.5044 0.6150 2.6096 -0.02 0.16 -0.26 0.21
H -8.3830 -6.1049 -1.3680 0.01 0.01 0.01 0.36
C -1.5668 1.1861 -6.3846 0.00 0.00 0.03 -0.54
H -8.5210 -4.5018 2.5969 0.00 0.00 -0.01 0.36
H -3.6167 -1.0598 -0.8046 -0.14 0.02 0.01 0.44
C -6.6921 -4.1859 1.5217 0.03 0.03 -0.02 -0.49
H -1.4293 0.8051 -0.0850 0.42 -0.36 -0.25 0.49
C 7.1979 1.7536 5.3970 -0.04 -0.02 -0.03 -0.34
H -1.1718 2.3516 -0.8315 0.13 -0.14 -0.08 0.24
C -6.0061 -4.3975 0.3330 -0.02 0.01 0.02 -0.18
Br -0.6858 -2.0224 -0.2466 0.25 0.30 0.10 0.07
C -1.2855 1.2865 -1.0551 -0.77 1.16 -0.11 -0.72
H 9.7060 0.3878 7.2144 0.00 0.02 0.00 0.37
C -2.5796 1.1348 -1.8753 -0.28 0.72 0.29 -0.44
O 2.2764 3.5926 0.9970 -0.46 -0.20 -1.04 -0.55
H -2.5820 0.2847 -2.5655 0.08 -0.05 0.23 0.67
N 1.6276 -0.3905 -0.7328 -0.50 0.26 0.30 0.77
C 1.0736 -1.7124 -1.0254 0.48 -0.87 -0.85 -0.77
N 1.8181 1.9209 -0.7316 -1.37 -0.19 0.21 0.29
C -5.7132 0.8801 0.9613 -1.42 -0.31 1.20 -0.39
C 7.8766 1.2486 6.4976 -0.02 -0.03 0.01 -0.44
H 1.6213 1.9360 2.9742 -0.10 0.22 -0.23 0.30
H 6.1810 2.1116 5.5054 0.02 0.02 0.01 0.43
H 3.7249 -2.6346 1.0537 -0.10 -0.13 0.50 0.30
H -4.0214 3.1900 -0.7805 0.04 -0.14 -0.08 0.43
H 0.2847 -3.1508 -4.1443 -0.10 0.07 0.12 0.43
C -8.5964 -5.3500 0.6283 0.01 -0.01 0.00 -0.42
C -3.4225 1.9239 -7.7222 0.00 -0.01 0.01 -0.43
H -4.9959 -4.0224 0.2161 0.00 -0.03 0.00 0.44
C -4.1258 -0.1769 -0.4266 0.03 -0.30 0.10 -0.27
H 5.2315 -0.1121 2.8920 0.05 -0.45 -0.23 0.26
C -1.9974 1.9947 -5.3411 0.00 -0.07 -0.01 0.30
H 10.8209 0.4836 5.0121 -0.01 0.01 0.00 0.37
O 0.3532 2.2297 1.2926 0.64 -1.20 -0.61 -0.26
H -5.3952 -1.2728 0.8585 -0.33 0.24 0.12 0.32
C 3.7814 0.0258 4.4781 0.40 -0.26 -0.76 -0.99
C 9.1783 0.7872 6.3578 0.01 0.00 -0.01 -0.41
C 4.7705 -0.8115 3.6002 -0.59 1.01 1.05 -0.24
H 4.1311 0.0591 5.5098 -0.23 0.15 -0.06 0.31
P 2.0179 3.0451 -2.0542 -0.39 1.09 -0.47 0.00
H 1.4564 -1.1527 -3.1020 -0.22 -0.14 -0.06 0.34
```
Forces are in eV/Å.

Computed properties:
charge = +1
frontier orbital gap = 7.22 eV
electronic energy = -140586.891 eV